# C11H8

A single C11H8 molecule (the ωB97M-V functional and the def2-TZVPD basis, OMol25).

Each atom is followed by the atoms it is bonded to, with distances in Å.
Cartesian coordinates (Å):
1 C -4.137 -1.392 -0.053  C3 1.190, H12 1.018
2 C 2.518 -2.575 0.645  C4 1.241, H13 1.005
3 C -3.051 -0.905 -0.028  C1 1.190, C8 1.409
4 C 2.213 -1.421 0.306  C2 1.241, C11 1.418
5 C -1.410 0.864 0.581  C6 1.314, C8 1.424, H14 1.128
6 C -0.196 1.356 0.693  C5 1.314, C10 1.479, H15 1.119
7 C -0.681 -1.108 -0.494  C8 1.370, H16 1.044
8 C -1.743 -0.383 -0.020  C3 1.409, C5 1.424, C7 1.370
9 C 1.638 0.971 -0.983  C10 1.482, C11 1.536, H17 1.077, H18 1.094
10 C 1.221 1.018 0.438  C6 1.479, C9 1.482, C11 1.482, H19 1.096
11 C 1.460 -0.316 -0.163  C4 1.418, C9 1.536, C10 1.482
12 H -5.127 -1.606 -0.155  C1 1.018
13 H 3.163 -3.322 0.833  C2 1.005
14 H -2.271 1.447 1.019  C5 1.128
15 H 0.068 2.252 1.308  C6 1.119
16 H -0.514 -2.070 -0.862  C7 1.044
17 H 0.853 1.218 -1.677  C9 1.077
18 H 2.653 1.291 -1.237  C9 1.094
19 H 1.889 1.480 1.173  C10 1.096

Charge ... 0
Multiplicity ... 1
HOMO energy (spin up / spin down) ... -8.5182 / -8.5166 eV
Kohn-Sham gap (spin up / spin down) ... 8.41 / 8.41 eV
Relative energy (zero: lowest compared OMol25 entry of this formula, charge and spin) ... 655.0 kJ/mol
F_max ... 5.7 eV Å⁻¹